## a
This record from the Open Molecules 2025 dataset describes one molecule with the formula C6H14N2. The level of theory is ωB97M-V/def2-TZVPD.

Geometry as XYZ:
```
22
Properties=species:S:1:pos:R:3
C -1.674 0.435 1.392
C -1.335 0.918 -1.037
C -0.611 0.633 0.293
N -0.381 -1.850 -0.237
C 0.328 -0.646 0.210
H 0.266 -2.636 -0.213
H -0.645 -1.740 -1.215
H 0.684 -0.846 1.231
H -2.325 1.314 1.479
H -2.044 0.121 -1.285
H -2.319 -0.424 1.178
H -1.211 0.269 2.371
H -0.638 1.018 -1.875
H -1.913 1.849 -0.983
N 0.147 1.852 0.654
C 1.542 -0.472 -0.678
C 2.726 -1.062 -0.463
H 0.645 1.690 1.529
H 0.867 2.028 -0.045
H 1.447 0.182 -1.542
H 2.883 -1.740 0.372
H 3.562 -0.893 -1.135
```

The charge is 0. The spin multiplicity is 1. The calculation puts the frontier orbital gap at 9.974 eV. Its SMILES is C=C[C@H](N)C(C)(C)N. The value obtained for the LUMO energy is 0.98 eV. The highest occupied orbital energy is -9.00 eV.

---

## b
This record from the Open Molecules 2025 dataset describes one molecule with the formula C6H14N2. The level of theory is ωB97M-V/def2-TZVPD.

Geometry as XYZ:
```
22
Properties=species:S:1:pos:R:3
C -0.072 0.599 -0.394
C 0.657 -0.489 0.346
C -1.611 0.698 0.259
C 0.550 1.985 -0.355
C 0.804 -1.791 -0.422
C -2.463 -0.550 0.131
N 2.085 0.111 0.777
N 3.055 -0.595 0.507
H -0.205 0.295 -1.436
H 0.206 -0.670 1.328
H 3.935 -0.142 0.826
H -2.078 1.521 -0.286
H -1.500 0.995 1.302
H 1.524 1.979 -0.841
H -0.075 2.695 -0.895
H 0.659 2.328 0.671
H 1.498 -2.447 0.105
H 1.236 -1.610 -1.404
H -0.146 -2.311 -0.517
H -2.055 -1.370 0.718
H -3.477 -0.362 0.487
H -2.526 -0.872 -0.908
```

The charge is 0. The spin multiplicity is 1. The calculation puts the frontier orbital gap at 9.841 eV. Its SMILES is [H]/N=N/[C@H](C)[C@H](C)CC. The value obtained for the LUMO energy is 1.20 eV. The highest occupied orbital energy is -8.64 eV.

---

Quick one: most stable of them? a

---

## a
This record from the Open Molecules 2025 dataset describes one molecule with the formula C6H14N2. The level of theory is ωB97M-V/def2-TZVPD.

Geometry as XYZ:
```
22
Properties=species:S:1:pos:R:3
C -0.425 -0.877 0.585
C 0.111 0.457 0.060
C -1.345 -1.877 -0.102
C 0.045 0.763 -1.408
C 2.531 0.018 0.193
C 1.352 0.884 0.783
N -1.045 0.747 0.964
N -2.279 1.021 0.462
H 0.176 -1.199 1.453
H -1.067 -2.170 -1.166
H -2.346 -1.401 -0.188
H -1.318 -2.762 0.563
H -0.978 1.154 -1.758
H 0.235 -0.136 -2.023
H 0.792 1.526 -1.757
H 2.919 -0.522 1.021
H 3.381 0.595 -0.285
H 1.967 -0.574 -0.525
H 1.396 1.972 0.610
H 1.347 0.766 1.885
H -2.961 0.802 1.147
H -2.487 0.812 -0.516
```

The charge is 0. The spin multiplicity is 1. The calculation puts the frontier orbital gap at 8.579 eV. Its SMILES is CC[C@@]1(C)[C@H](C)N1N. The value obtained for the LUMO energy is 0.97 eV. The highest occupied orbital energy is -7.60 eV.

---

## b
This record from the Open Molecules 2025 dataset describes one molecule with the formula C6H14N2. The level of theory is ωB97M-V/def2-TZVPD.

Geometry as XYZ:
```
22
Properties=species:S:1:pos:R:3
C 0.603 -0.415 0.512
C 0.277 0.177 -1.158
C 0.394 -1.918 0.576
C -1.011 -0.315 -1.799
C 0.468 1.677 -1.306
C -0.280 0.370 1.333
N 0.499 0.065 2.816
N -1.424 0.872 1.355
H 1.645 -0.124 0.645
H 1.111 -0.325 -1.660
H 1.263 0.726 2.931
H -0.202 0.238 3.534
H -1.880 0.964 0.449
H -0.666 -2.179 0.612
H 0.858 -2.304 1.487
H 0.835 -2.402 -0.299
H -1.007 -0.115 -2.879
H -1.899 0.184 -1.400
H -1.142 -1.394 -1.685
H 1.400 2.010 -0.839
H -0.357 2.243 -0.860
H 0.514 1.966 -2.364
```

The charge is 0. The spin multiplicity is 1. The calculation puts the frontier orbital gap at 10.289 eV. Its SMILES is [H]/N=C(/N)[C@@H](C)C(C)C. The value obtained for the LUMO energy is 1.03 eV. The highest occupied orbital energy is -9.26 eV.

---

Quick one: most stable of them? b

---

## a
This record from the Open Molecules 2025 dataset describes one molecule with the formula C6H14N2. The level of theory is ωB97M-V/def2-TZVPD.

Geometry as XYZ:
```
22
Properties=species:S:1:pos:R:3
C 0.870 0.732 -1.916
C -0.525 0.363 -1.348
C -0.839 0.886 0.079
N -2.050 -1.549 1.338
C -0.795 -1.032 1.656
C -0.205 0.050 1.168
C 1.201 0.455 1.559
N 1.796 -0.404 -2.032
H 0.685 1.031 -2.929
H 1.353 1.401 -1.219
H -0.682 -0.712 -1.331
H -1.303 0.802 -1.982
H -1.905 0.901 0.178
H -0.523 1.927 0.162
H -2.733 -0.930 0.929
H -2.449 -2.023 2.136
H -0.206 -1.680 2.299
H 1.866 0.307 0.705
H 1.555 -0.174 2.374
H 1.208 1.512 1.819
H 1.403 -1.225 -2.464
H 2.279 -0.638 -1.181
```

The charge is 0. The spin multiplicity is 1. The calculation puts the frontier orbital gap at 8.871 eV. Its SMILES is C/C(=C/N)CCCN. The value obtained for the LUMO energy is 1.02 eV. The highest occupied orbital energy is -7.86 eV.

---

## b
This record from the Open Molecules 2025 dataset describes one molecule with the formula C6H14N2. The level of theory is ωB97M-V/def2-TZVPD.

Geometry as XYZ:
```
22
Properties=species:S:1:pos:R:3
C -1.776 -1.210 -0.042
C -0.734 -1.351 -1.127
C 0.720 -1.271 -0.625
C 1.045 -0.221 0.441
C 0.793 1.085 0.349
N 1.327 2.079 1.144
C 0.644 3.340 1.328
N -0.939 -2.569 -1.908
H -2.778 -1.219 -0.472
H -1.679 -0.270 0.501
H -1.723 -2.051 0.652
H -0.854 -0.524 -1.837
H 1.399 -1.116 -1.467
H 0.958 -2.232 -0.160
H 1.796 -0.547 1.146
H 0.073 1.494 -0.362
H 1.870 1.811 1.952
H 1.303 3.977 1.912
H -0.338 3.239 1.788
H 0.519 3.831 0.358
H -1.570 -3.233 -1.484
H -0.059 -3.038 -2.088
```

The charge is 0. The spin multiplicity is 1. The calculation puts the frontier orbital gap at 8.760 eV. Its SMILES is CN/C=C/C[C@H](C)N. The value obtained for the LUMO energy is 1.09 eV. The highest occupied orbital energy is -7.67 eV.

---

## c
This record from the Open Molecules 2025 dataset describes a 2-piece molecular cluster, C6H14N2 overall. The level of theory is ωB97M-V/def2-TZVPD.

Geometry as XYZ:
```
22
Properties=species:S:1:pos:R:3
C -0.577 2.198 1.922
C 0.506 1.307 1.392
C 1.244 0.532 2.184
N 2.276 -0.333 1.758
H -0.714 2.045 2.993
H -0.367 3.257 1.756
H -1.535 1.992 1.437
H 0.656 1.309 0.317
H 1.044 0.492 3.249
H 3.026 -0.400 2.431
H 2.648 -0.067 0.862
C -2.336 -0.563 -2.496
C -0.871 -0.975 -2.601
C 0.188 -1.529 -0.620
N -0.183 -0.592 -1.377
H -2.861 -0.772 -3.427
H -2.815 -1.119 -1.689
H -2.407 0.499 -2.265
H -0.401 -0.435 -3.427
H -0.778 -2.049 -2.800
H 0.114 -2.586 -0.905
H 0.610 -1.323 0.356
```

The charge is 0. The spin multiplicity is 1. The calculation puts the frontier orbital gap at 9.213 eV. Its SMILES is C/C=C/N.C=NCC. The value obtained for the LUMO energy is 1.20 eV. The highest occupied orbital energy is -8.01 eV.

---

## d
This record from the Open Molecules 2025 dataset describes a 2-piece molecular cluster, C6H14N2 overall. The level of theory is ωB97M-V/def2-TZVPD.

Geometry as XYZ:
```
22
Properties=species:S:1:pos:R:3
C 2.796 -1.206 -0.185
N 2.891 -0.449 1.045
C 1.754 -0.277 1.794
N 1.619 0.686 2.614
H 3.777 -1.401 -0.607
H 2.296 -2.158 0.011
H 2.160 -0.738 -0.947
H 3.436 0.408 1.047
H 0.981 -1.039 1.646
H 0.897 0.490 3.297
C -0.335 1.638 -0.917
C -1.500 0.736 -1.262
C -2.341 0.266 -0.344
C -3.429 -0.702 -0.718
H -0.357 1.947 0.130
H 0.603 1.105 -1.076
H -0.382 2.565 -1.493
H -1.566 0.440 -2.303
H -2.168 0.535 0.692
H -3.453 -0.832 -1.797
H -3.256 -1.655 -0.211
H -4.422 -0.358 -0.418
```

The charge is 0. The spin multiplicity is 1. The calculation puts the frontier orbital gap at 10.026 eV. Its SMILES is [H]/N=C/NC.C/C=C/C. The value obtained for the LUMO energy is 0.98 eV. The highest occupied orbital energy is -9.05 eV.

---

Quick one: most stable of them? a